Here is a cluster of 4 separate species, C16H26N6O6 in total from OMol25. Energies are from the ωB97M-V functional and the def2-TZVPD basis.

Properties
F_max (Eh/bohr): 0.0410
Total charge: 0
Orbital gap (eV): 9.645

Geometry (Å):
N: 2.237 1.814 -0.258
C: 1.618 1.053 0.329
C: 0.918 -0.031 1.013
C: -0.306 0.594 1.740
C: -1.576 -0.053 1.219
O: -2.388 0.506 0.568
O: -1.726 -1.379 1.613
C: 1.903 -0.759 1.964
C: 2.761 0.241 2.626
N: 3.571 0.940 3.042
N: 2.781 -1.658 1.145
C: 2.253 -2.752 0.987
O: 1.903 -3.783 0.588
H: 0.586 -0.696 0.219
H: -0.284 0.465 2.822
H: -0.374 1.660 1.539
H: -1.349 -1.919 0.910
H: 1.372 -1.336 2.715
C: -0.014 6.491 -1.463
N: -0.266 5.322 -0.645
C: -1.078 4.242 -1.179
C: 0.231 5.197 0.601
O: 0.047 4.239 1.321
H: -0.960 6.971 -1.723
H: 0.500 6.196 -2.380
H: 0.607 7.203 -0.924
H: -1.950 4.085 -0.543
H: -0.497 3.318 -1.196
H: -1.403 4.487 -2.187
H: 0.838 6.062 0.917
C: -2.527 -6.373 3.093
N: -1.345 -5.533 3.108
C: -0.723 -5.153 1.854
C: -0.793 -5.083 4.250
O: 0.193 -4.374 4.307
H: -2.297 -7.326 2.612
H: -3.326 -5.876 2.539
H: -2.867 -6.564 4.109
H: 0.307 -5.506 1.836
H: -0.715 -4.065 1.773
H: -1.269 -5.578 1.016
H: -1.328 -5.418 5.154
C: 0.882 2.026 -4.959
N: 0.649 0.873 -4.113
C: -0.175 -0.216 -4.609
C: 1.174 0.780 -2.878
O: 1.009 -0.165 -2.128
H: -0.070 2.500 -5.208
H: 1.377 1.714 -5.881
H: 1.514 2.749 -4.447
H: -1.033 -0.358 -3.952
H: 0.404 -1.140 -4.621
H: -0.520 0.010 -5.615
H: 1.781 1.651 -2.591

Cartesian forces (eV/Å) of the 6 atoms listed first:
N 0.1 0.6 0.0
C 0.3 -0.6 -0.4
C -0.3 0.8 0.6
C -0.6 -0.1 -0.1
C 0.6 0.1 0.7
O -0.7 0.2 -0.5